1.
Computed, not measured: C44H24Cl4MnN4 as an isolated structure, with the ωB97M-V functional and the def2-TZVPD basis.

Output
**HOMO (alpha / beta)**: -5.595 / -7.017 eV
**2S+1**: 6
**Kohn-Sham gap (alpha / beta)**: 0.1654 / 0.1967 Eh
**LUMO (alpha / beta)**: -1.094 / -1.665 eV

```
77
C44H24Cl4MnN4 the ωB97M-V functional and the def2-TZVPD basis
Mn 0.15 -0.10 -0.17
Cl -3.30 1.75 -8.65
C -2.85 1.42 -7.01
C -2.04 0.34 -6.73
C -1.64 0.11 -5.42
C -2.04 0.96 -4.40
C -2.87 2.03 -4.69
C -3.29 2.26 -5.99
C -1.47 0.73 -3.05
C -2.09 -0.15 -2.14
C -3.46 -0.51 -2.18
C -3.75 -1.10 -0.97
C -2.55 -1.16 -0.23
C -2.35 -1.76 1.04
C -3.50 -2.00 1.93
C -4.56 -2.84 1.61
C -5.66 -2.93 2.44
C -5.71 -2.17 3.60
Cl -7.11 -2.25 4.61
C -4.64 -1.37 3.97
C -3.53 -1.30 3.14
C -1.08 -2.08 1.52
N 0.10 -1.62 1.00
C 1.12 -2.30 1.65
C 2.47 -1.98 1.49
C 3.52 -2.93 1.91
C 3.75 -3.30 3.23
C 4.68 -4.28 3.53
C 5.38 -4.90 2.50
Cl 6.50 -6.16 2.87
C 5.19 -4.52 1.19
C 4.27 -3.53 0.90
C 2.84 -0.72 0.96
C 4.05 -0.05 1.25
C 3.86 1.28 0.90
C 2.57 1.37 0.35
N 1.95 0.15 0.37
C 2.00 2.54 -0.24
C 1.07 2.43 -1.28
C 0.78 3.40 -2.29
C -0.06 2.80 -3.18
C -0.39 1.51 -2.65
N 0.35 1.28 -1.51
C 2.20 3.83 0.45
C 1.50 3.95 1.65
C 1.50 5.14 2.35
C 2.24 6.21 1.87
Cl 2.23 7.71 2.74
C 2.99 6.09 0.71
C 2.96 4.90 0.00
C 0.55 -3.23 2.57
C -0.80 -3.05 2.54
N -1.54 -0.56 -0.94
H -1.73 -0.33 -7.53
H -1.01 -0.73 -5.19
H -3.20 2.69 -3.90
H -3.95 3.09 -6.22
H -4.12 -0.29 -3.00
H -4.71 -1.44 -0.65
H -4.50 -3.44 0.71
H -6.48 -3.58 2.18
H -4.68 -0.81 4.89
H -2.70 -0.67 3.42
H 3.21 -2.83 4.03
H 4.85 -4.58 4.55
H 5.73 -5.00 0.39
H 4.09 -3.24 -0.13
H 4.91 -0.49 1.71
H 4.56 2.09 0.98
H 1.19 4.38 -2.33
H -0.48 3.20 -4.08
H 0.93 3.11 2.01
H 0.93 5.23 3.26
H 3.59 6.91 0.36
H 3.54 4.80 -0.91
H 1.10 -3.91 3.19
H -1.55 -3.55 3.13
```

2.
Computed, not measured: C44H26BrCl5F4LiN8O2P as an isolated structure, with the ωB97M-V functional and the def2-TZVPD basis.

Output
**HOMO**: -7.540 eV
**Kohn-Sham gap**: 0.2637 Eh
**LUMO**: -0.364 eV

```
92
C44H26BrCl5F4LiN8O2P the ωB97M-V functional and the def2-TZVPD basis
Li -0.37 -1.33 0.15
F -5.14 5.30 -0.72
C -4.53 4.28 -0.13
C -3.67 4.49 0.93
F -3.47 5.73 1.38
C -3.03 3.42 1.53
F -2.22 3.75 2.55
C -3.20 2.10 1.12
P -2.17 0.63 1.67
C -3.52 -0.34 2.44
C -4.55 0.24 3.18
C -5.56 -0.53 3.73
C -5.57 -1.90 3.53
C -4.57 -2.49 2.76
C -3.56 -1.72 2.23
C -1.20 1.26 3.08
C 0.11 1.62 2.78
C 0.96 2.12 3.75
C 0.51 2.24 5.06
C -0.79 1.86 5.38
C -1.64 1.37 4.39
C -4.08 1.93 0.04
Br -4.48 0.22 -0.67
C -4.73 2.98 -0.56
F -5.56 2.80 -1.60
H -4.57 1.32 3.32
H -6.34 -0.06 4.31
H -6.36 -2.51 3.96
H -4.59 -3.56 2.59
H -2.77 -2.19 1.65
H 0.48 1.49 1.76
H 1.98 2.39 3.50
H 1.16 2.62 5.83
H -1.14 1.94 6.40
H -2.64 1.06 4.66
C 2.78 -4.44 -2.60
N 1.70 -4.12 -1.67
C 0.73 -3.22 -1.78
N -0.03 -3.23 -0.71
C 0.53 -4.21 0.05
N 1.58 -4.78 -0.50
C 3.89 -3.42 -2.61
C 5.17 -3.79 -2.26
C 6.22 -2.87 -2.31
C 5.98 -1.57 -2.71
C 4.68 -1.18 -3.05
C 3.65 -2.10 -3.01
C 4.44 0.20 -3.46
N 5.29 1.12 -3.73
N 4.56 2.26 -4.04
C 3.32 1.94 -3.93
O 3.16 0.64 -3.57
C 2.14 2.79 -4.08
C 2.30 4.13 -4.43
C 1.18 4.94 -4.50
C -0.08 4.44 -4.21
C -0.24 3.10 -3.86
C -1.62 2.57 -3.51
N -1.55 1.28 -2.85
C -1.00 1.00 -1.68
N -0.91 -0.31 -1.52
C -1.47 -0.79 -2.67
N -1.85 0.14 -3.51
C 0.88 2.28 -3.82
H 2.34 -4.54 -3.60
H 3.16 -5.41 -2.29
H 0.62 -2.57 -2.64
H 0.17 -4.49 1.02
H 5.37 -4.80 -1.93
H 7.22 -3.17 -2.04
H 6.77 -0.84 -2.76
H 2.65 -1.79 -3.30
H 3.29 4.51 -4.63
H 1.29 5.98 -4.77
H -0.94 5.09 -4.24
H -2.22 2.42 -4.41
H -2.14 3.28 -2.86
H -0.66 1.75 -0.98
H -1.60 -1.84 -2.87
H 0.78 1.23 -3.56
Cl 3.87 -3.77 5.26
C 2.62 -3.06 4.30
C 2.90 -2.55 3.04
Cl 4.50 -2.62 2.41
C 1.88 -1.99 2.29
Cl 2.22 -1.32 0.71
C 0.53 -1.95 2.71
O -0.40 -1.47 1.97
C 0.29 -2.45 4.01
Cl -1.34 -2.39 4.58
C 1.31 -2.99 4.78
Cl 0.95 -3.60 6.36
```